A cluster of 3 separate species, C25H49ClF2N2O4P in total in a non-equilibrium geometry. Source: the OMol25 dataset; level of theory: ωB97M-V/def2-TZVPD.

Results
- maximum force (eV/A) = 6.3
- HOMO energy (spin up / spin down) (Eh) = -0.4089 / -0.4337
- E_LUMO (spin up / spin down) (eV) = -3.72 / -3.72

```
! RIJCOSX wB97M-V def2-TZVPD def2/J DEFGRID3
* xyz 1 3
C 4.46729 -1.96822 2.53550
O 3.14741 -1.40157 2.86075
C 2.35886 -1.57353 1.66179
P 1.89908 0.03229 0.77672
F 2.28586 -0.20934 -0.87870
C 0.02296 0.31466 0.95055
C -0.46973 0.40936 2.48126
O -1.70191 0.52060 2.72362
Cl 0.63369 0.34164 3.93421
C 2.78529 1.57080 1.39733
C 4.38466 1.55949 1.20980
C 5.06131 1.40037 2.66030
F 4.86856 0.63971 0.21276
H 5.21587 -1.66227 3.34666
H 4.45048 -3.10430 2.39316
H 4.86364 -1.51954 1.54590
H 1.37580 -2.11972 1.91516
H 2.91758 -2.27894 0.92899
H -0.20501 1.34915 0.48240
H -0.56109 -0.53431 0.44869
H 2.52922 1.84926 2.48570
H 2.38769 2.45396 0.75502
H 4.67147 2.61939 0.83886
H 5.13580 2.46903 3.10455
H 4.34497 0.82734 3.34850
H 6.11631 0.96437 2.65208
C -0.07268 7.29346 -1.16913
C 0.57600 5.98819 -1.69208
C 0.75489 6.07256 -3.22305
C -0.55509 5.92051 -3.98428
C -1.25268 4.62458 -3.58684
C -1.46795 4.49328 -2.06270
N -0.23189 4.80118 -1.26836
O 0.58356 3.70928 -1.34691
C -2.62911 5.42038 -1.62532
C -2.01924 3.06739 -1.77486
C 1.98589 6.01956 -1.03934
H 0.51494 8.16130 -1.48112
H -1.07528 7.47611 -1.53960
H -0.11210 7.30069 -0.07602
H 1.44587 5.29012 -3.56149
H 1.22110 7.02426 -3.49780
H -1.20407 6.78277 -3.80182
H -0.35368 5.91150 -5.05970
H -2.21412 4.56235 -4.10790
H -0.65326 3.78249 -3.95362
H -2.65003 5.54430 -0.53814
H -3.59713 5.00575 -1.91774
H -2.59770 6.40724 -2.08821
H -1.35839 2.27720 -2.14121
H -2.97956 2.91499 -2.27360
H -2.17671 2.91696 -0.70143
H 1.91748 5.93132 0.05005
H 2.49314 6.96365 -1.25928
H 2.64008 5.22447 -1.40700
C -3.56676 -6.67872 -0.40237
C -2.35560 -5.76504 -0.71266
C -1.04596 -6.56950 -0.56889
C -0.67413 -6.84650 0.88188
C -0.60391 -5.54285 1.66932
C -1.89624 -4.70219 1.56856
N -2.38610 -4.54894 0.15951
O -1.60538 -3.60126 -0.43997
C -2.99570 -5.34295 2.45114
C -1.63645 -3.33376 2.25629
C -2.55374 -5.43081 -2.21718
H -3.54336 -7.56918 -1.03666
H -3.59926 -7.05100 0.61576
H -4.50917 -6.16034 -0.60057
H -0.21915 -6.02359 -1.04091
H -1.12430 -7.51962 -1.10696
H -1.39346 -7.53571 1.33491
H 0.29715 -7.34924 0.92065
H -0.38544 -5.77050 2.71853
H 0.25051 -4.96131 1.30008
H -3.98192 -4.93020 2.21809
H -2.81241 -5.15189 3.51178
H -3.04369 -6.42910 2.36824
H -0.79040 -2.79557 1.81783
H -1.39465 -3.46821 3.31396
H -2.52113 -2.69178 2.19927
H -3.45674 -4.83187 -2.37173
H -2.66450 -6.34673 -2.80550
H -1.70647 -4.88919 -2.64543
*
```

A structure of composition C25H49FN3NbO3PSi in a non-equilibrium geometry. Source: the OMol25 dataset; level of theory: ωB97M-V/def2-TZVPD.

Results
- maximum force (eV/A) = 4.6
- HOMO energy (Eh) = -0.0831
- ΔE to the lowest compared entry with this formula, charge and spin (kcal/mol) = 271.8
- E_LUMO (eV) = 0.36

```
! RIJCOSX wB97M-V def2-TZVPD def2/J DEFGRID3
* xyz -1 1
C 3.33864 4.04814 0.57589
C 4.40672 3.29772 -0.36390
N 5.15248 2.17942 0.29916
C 4.18302 1.05379 0.41845
C 4.60381 -0.04419 -0.72061
Nb 2.86822 -1.31594 -1.45939
F 1.70304 0.41368 -1.75124
C 2.07321 -1.68442 0.64470
C 2.19544 -3.24581 1.13048
C 0.79549 -4.03145 1.09986
C -0.05993 -3.86622 2.47705
C -0.67444 -2.39649 2.66668
C -1.81018 -2.03225 1.56010
C -3.09289 -1.46908 2.39278
C -4.31645 -1.07986 1.41404
Si -4.83635 0.75918 1.54550
C -3.40217 1.96886 1.93662
C -6.16616 0.90632 2.94483
C -5.53367 1.27218 -0.17625
C -5.97414 0.23207 -1.27504
C -6.52445 0.72508 -2.64435
C -6.67295 2.25035 -2.93529
C -6.28145 3.31111 -1.85477
C -5.69781 2.79625 -0.48893
C 1.10236 -2.51708 -2.35830
C -0.33272 -1.91626 -1.91836
C -1.20389 -1.37758 -3.17781
N -2.07130 -0.20234 -2.92356
O -1.17242 -1.94652 -4.30083
P 3.77533 -0.96600 -3.87092
N 5.47156 -1.56357 -3.88709
O 3.86543 0.71894 -4.23703
C 5.77390 2.57727 1.54808
C 6.50775 4.02905 1.55145
O 5.85843 1.91852 2.61532
H 2.32698 4.08321 0.01475
H 3.14896 3.55087 1.58440
H 3.60490 5.15998 0.75721
H 3.81799 2.88111 -1.26466
H 5.10378 4.10800 -0.79567
H 4.19212 0.48659 1.40337
H 3.09347 1.32543 0.18407
H 5.07515 0.50168 -1.62927
H 5.43669 -0.71991 -0.29420
H 3.87353 -2.83923 -1.41733
H 0.94634 -1.43893 0.67919
H 2.60652 -1.03197 1.43906
H 2.51809 -3.19222 2.24296
H 3.02521 -3.81598 0.59439
H 0.19167 -3.73165 0.17853
H 0.99575 -5.16561 1.01801
H 0.58344 -4.16662 3.38359
H -0.96330 -4.59050 2.42833
H 0.13882 -1.57860 2.71769
H -1.19280 -2.37341 3.69523
H -1.45686 -1.20745 0.84801
H -2.16214 -2.97250 1.00683
H -3.47343 -2.30335 3.09129
H -2.76316 -0.61208 3.08304
H -5.20926 -1.77000 1.67402
H -4.03587 -1.27826 0.31718
H -3.67816 2.97949 1.46856
H -2.46440 1.55590 1.43096
H -3.23433 2.15114 3.05060
H -6.60478 1.97052 3.02818
H -5.71989 0.68833 3.99183
H -6.99351 0.11877 2.80312
H -5.87655 -0.89413 -1.05755
H -6.83808 0.02228 -3.48315
H -7.06066 2.66258 -3.92028
H -6.42702 4.42084 -2.07981
H -5.43579 3.62549 0.25874
H 1.20143 -3.62410 -2.07067
H 1.20068 -2.38768 -3.50289
H -0.99738 -2.73092 -1.43430
H -0.27038 -1.06704 -1.15909
H -1.56470 0.40427 -2.24919
H -2.92254 -0.50412 -2.41280
H 6.02868 -1.09039 -3.15155
H 5.47844 -2.57757 -3.71002
H 4.70243 1.09152 -3.87214
H 6.79790 4.32822 0.47344
H 7.51187 3.91361 2.10538
H 5.89272 4.83152 2.07523
*
```

A structure of composition C25H49Li6O17P2 in a non-equilibrium geometry. Source: the OMol25 dataset; level of theory: ωB97M-V/def2-TZVPD.

Results
- maximum force (eV/A) = 5.2
- HOMO energy (spin up / spin down) (Eh) = -0.3189 / -0.3189
- ΔE to the lowest compared entry with this formula, charge and spin (kcal/mol) = 9.3
- E_LUMO (spin up / spin down) (eV) = -0.21 / -1.90

```
! RIJCOSX wB97M-V def2-TZVPD def2/J DEFGRID3
* xyz 0 2
Li 1.46364 -0.50575 0.68824
Li -1.27170 1.95021 -0.00670
Li -0.66409 0.49202 -3.57327
Li 2.41654 -0.76217 -2.18485
Li -2.95384 0.80198 -2.11218
Li 1.08954 2.22686 -1.62415
P -1.84888 3.02364 -2.27978
O -1.79042 1.98306 -3.43357
O -2.18262 4.47123 -2.60714
O -0.48455 3.16547 -1.52300
O -2.77137 2.61886 -1.13085
P 0.18264 -0.01840 -1.30473
O -1.29563 -0.05414 -1.76830
O 0.37664 0.91630 -0.14392
O 1.02088 0.50951 -2.51301
O 1.01766 -1.27895 -0.91294
O 5.37018 -0.33854 0.63132
C 4.06889 -0.08252 0.49877
O 3.40391 -0.05515 1.49309
O 3.56706 0.15486 -0.60864
H 5.41213 -0.51664 1.57372
C -2.04819 1.76108 4.29867
C -1.77338 0.33556 3.91846
C -1.21799 0.56373 2.54776
O -1.92680 1.62715 1.96958
C -2.21413 2.56334 2.99349
H -1.25059 2.13917 4.93820
H -2.96033 1.82430 4.89205
H -2.70212 -0.22059 3.79108
H -1.12439 -0.25632 4.56392
H -1.25097 -0.31566 1.90457
H -0.15116 0.78731 2.54980
H -3.16117 3.10150 2.95359
H -1.42447 3.31373 3.03190
C -0.04615 -5.45287 -2.68045
C -0.05994 -4.99637 -1.23240
C -1.34456 -5.65693 -0.84769
O -1.18019 -7.01690 -1.32945
C -0.57343 -6.92511 -2.61007
H 0.93388 -5.30708 -3.13473
H -0.77751 -4.89143 -3.26182
H -0.04979 -3.91290 -1.11377
H 0.83529 -5.40292 -0.76189
H -2.22337 -5.11490 -1.19696
H -1.55422 -5.82764 0.20824
H -1.25872 -7.21301 -3.40731
H 0.23938 -7.65084 -2.58278
C 4.09764 2.73239 -4.55265
C 2.76386 2.31814 -5.03341
C 1.86018 3.17471 -4.23599
O 2.38080 3.06540 -2.92841
C 3.80616 2.88840 -3.02332
H 4.26181 3.68386 -5.05846
H 4.86043 1.99090 -4.79027
H 2.51290 1.26602 -4.89860
H 2.56707 2.52419 -6.08551
H 0.81083 2.91125 -4.36844
H 1.83654 4.23794 -4.47493
H 4.13014 1.97199 -2.53004
H 4.33736 3.76558 -2.65386
C -4.16885 -0.97783 1.31725
C -3.53306 -2.25110 0.89695
C -3.67874 -2.36072 -0.62632
O -4.44528 -1.22694 -0.93818
C -5.21347 -0.76725 0.18624
H -3.39241 -0.21282 1.31555
H -4.57807 -1.13381 2.31540
H -4.14102 -3.08155 1.25591
H -2.53105 -2.29207 1.32404
H -4.23697 -3.25830 -0.89250
H -2.71187 -2.18307 -1.09718
H -6.12403 -1.35825 0.28468
H -5.52459 0.27578 0.12814
C -0.73619 -3.15711 2.99213
C 0.17567 -3.14531 4.15950
C 1.15240 -1.95155 3.78601
O 0.92592 -1.62991 2.42971
C 0.17598 -2.63205 1.79250
H -1.60513 -2.54681 3.23824
H -1.02333 -4.20460 2.90027
H 0.69334 -4.10264 4.21984
H -0.28610 -2.97102 5.13135
H 2.20263 -2.15653 3.99362
H 0.86181 -1.10454 4.40749
H 0.97635 -3.27767 1.43099
H -0.42027 -2.27322 0.95355
C 2.36186 5.51748 0.66767
C 1.97376 4.74191 1.86856
C 1.30851 3.45097 1.20872
O 1.68220 3.41133 -0.21495
C 2.65697 4.47071 -0.41756
H 3.14873 6.25441 0.82855
H 1.51591 6.15613 0.41351
H 1.33166 5.29623 2.55307
H 2.93305 4.51906 2.33567
H 0.24725 3.66450 1.08136
H 1.62630 2.50859 1.65486
H 2.65749 4.86662 -1.43312
H 3.65532 4.03505 -0.37773
*
```

A cluster of 4 separate species, C25H49N3O17S3Si in total in a non-equilibrium geometry. Source: the OMol25 dataset; level of theory: ωB97M-V/def2-TZVPD.

Results
- maximum force (eV/A) = 9.3
- HOMO energy (Eh) = -0.3204
- E_LUMO (eV) = -0.59

```
! RIJCOSX wB97M-V def2-TZVPD def2/J DEFGRID3
* xyz 0 1
C -3.18551 -1.99994 3.59452
C -2.38174 -0.55649 3.33068
O -1.80312 -0.52665 1.98502
C -1.66228 0.83167 1.44368
C -0.20103 1.37469 2.00505
C 0.09231 2.96514 1.72630
C 1.49573 3.33250 2.52160
O 1.73576 4.78099 2.42873
C 2.81619 4.96147 1.43583
O 4.10802 4.70951 1.74687
O 0.93247 0.47421 1.68658
S 1.08568 0.18877 0.02105
O 2.47944 -0.53904 -0.12298
O -0.07769 -0.87760 -0.54508
C -1.29767 -0.26491 -1.08210
S -1.05397 0.52985 -2.80488
C 0.69250 0.38074 -3.41082
C 1.24542 -1.13489 -3.68298
O 0.80508 -1.73772 -4.82263
O 2.17903 -1.90034 -2.83896
C 3.13428 -2.68572 -3.64479
C 4.60337 -2.78402 -2.86282
C 5.31197 -4.16789 -3.46337
O 5.47507 -1.64597 -3.24020
C 6.44720 -1.34741 -2.17516
O 7.71489 -1.82165 -2.14594
C 6.00726 -0.31630 -0.93954
S 5.91689 -1.23809 0.70284
Si -2.45497 -1.75151 -1.39868
C -2.67133 -2.97100 0.10406
C -1.52702 -2.84508 -2.74989
C -4.17611 -1.41913 -2.13297
C -1.90326 0.98453 -0.16509
C -3.34709 1.56611 -0.64315
C -4.64961 1.38730 0.27478
C -4.91550 0.07651 1.14377
O -4.71973 2.57258 1.19571
H -2.46550 -2.87842 3.87530
H -3.92983 -1.75651 4.49581
H -3.90814 -2.26102 2.68093
H -3.16713 0.27522 3.56890
H -1.47653 -0.57500 4.10752
H -2.45296 1.55767 1.96736
H -0.30459 1.29571 3.19463
H 0.35486 3.05737 0.56648
H -0.79770 3.68547 1.96714
H 1.38858 2.93089 3.61765
H 2.39789 2.72658 2.02787
H 2.52119 5.35543 0.34897
H 1.51551 0.92396 -2.73784
H 0.75098 0.95007 -4.45873
H 2.71882 -3.78203 -3.70889
H 3.36295 -2.24099 -4.70518
H 4.47630 -2.88902 -1.70010
H 6.12015 -4.60073 -2.73382
H 5.81824 -3.85230 -4.49636
H 4.53187 -5.01528 -3.70575
H 4.95204 0.11456 -1.26650
H 6.79894 0.56628 -0.85723
H 4.62727 -1.77201 0.86053
H -3.73474 -2.91327 0.60885
H -1.77976 -2.89352 0.89404
H -2.59056 -4.08584 -0.31638
H -0.40040 -3.04501 -2.42665
H -1.53539 -2.20936 -3.76016
H -2.09860 -3.84787 -2.94380
H -4.04904 -0.97555 -3.22424
H -4.71864 -2.47273 -2.27576
H -4.90227 -0.74090 -1.51808
H -1.14639 1.86331 -0.47888
H -3.23658 2.75581 -0.75693
H -3.64054 1.24795 -1.75765
H -5.59880 1.54147 -0.43711
H -6.01715 -0.32990 0.92754
H -4.20574 -0.83426 1.05187
H -4.93484 0.37656 2.29865
H -5.54295 2.40533 1.77700
C -3.52404 4.42109 4.79159
N -3.85962 3.04537 4.33489
O -5.04488 2.80900 4.07384
O -2.92361 2.24168 4.25135
H -4.43855 5.01743 4.81790
H -3.08768 4.33988 5.78919
H -2.81081 4.84008 4.07887
C 7.47664 -4.81321 3.11539
N 6.14134 -4.88107 2.46259
O 5.45193 -3.85472 2.47601
O 5.82306 -5.96281 1.95511
H 7.62307 -3.80802 3.51639
H 7.48942 -5.55406 3.91737
H 8.22707 -5.03807 2.35478
C -2.53830 5.19330 -3.99373
N -2.77777 4.08959 -3.02508
O -3.78278 4.17254 -2.30960
O -1.95000 3.17111 -3.01045
H -3.34059 5.92796 -3.89749
H -1.57316 5.64200 -3.75006
H -2.53245 4.75757 -4.99489
*
```

A cluster of 3 separate species, C25H49N4O2 in total in a non-equilibrium geometry. Source: the OMol25 dataset; level of theory: ωB97M-V/def2-TZVPD.

Results
- maximum force (eV/A) = 2.2
- HOMO energy (spin up / spin down) (Eh) = -0.3910 / -0.4229
- ΔE to the lowest compared entry with this formula, charge and spin (kcal/mol) = 35.5
- E_LUMO (spin up / spin down) (eV) = -4.10 / -4.10

```
! RIJCOSX wB97M-V def2-TZVPD def2/J DEFGRID3
* xyz 1 3
C 3.26498 -2.67225 1.00936
C 2.14223 -2.15661 0.59513
C 0.97782 -3.08330 0.48215
C -0.05332 -2.91089 -0.61642
N -1.07404 -3.55758 -0.24516
C -0.96905 -4.18922 1.08783
C -0.76865 -5.71545 1.17815
N 0.58532 -6.23425 1.16930
C 0.05918 -3.23065 1.71158
H 3.94064 -2.16797 1.67828
H 3.51241 -3.68108 0.71055
H 2.11160 -1.10083 0.37534
H 1.44945 -4.01945 0.18168
H 0.00454 -2.37890 -1.55021
H -1.92389 -3.60564 -0.79858
H -1.94878 -4.03219 1.53977
H -1.33261 -6.24534 0.41667
H -1.20116 -5.99820 2.12959
H 1.21205 -5.73342 1.78356
H 0.98247 -6.29646 0.24239
H -0.50515 -2.31251 1.77966
H 0.57216 -3.55112 2.60032
C -1.59682 1.97336 -4.93083
C -0.11906 2.43517 -4.91046
C 0.46480 2.34544 -6.32235
C 0.72428 0.90882 -6.77659
C 1.57924 0.16031 -5.75508
C 1.01805 0.23052 -4.33372
N 0.67488 1.62424 -3.93712
O 1.76088 2.24960 -3.64617
C -0.21861 -0.68067 -4.21419
C 2.03566 -0.37715 -3.36976
C -0.17037 3.89669 -4.47290
H -2.25793 2.80582 -5.16627
H -1.80130 1.21005 -5.68078
H -1.90749 1.59316 -3.95639
H 1.40669 2.90102 -6.36486
H -0.21251 2.83520 -7.02450
H -0.21804 0.38046 -6.94632
H 1.23792 0.91952 -7.73917
H 1.68182 -0.88522 -6.05508
H 2.58822 0.58322 -5.76768
H -0.70036 -0.55591 -3.23927
H 0.07612 -1.72894 -4.30692
H -0.96730 -0.52002 -4.98463
H 3.00969 0.10335 -3.43224
H 2.19259 -1.43223 -3.60061
H 1.68799 -0.30806 -2.33377
H -0.59231 3.99060 -3.47049
H -0.79804 4.46366 -5.15903
H 0.81045 4.36880 -4.47796
C 0.56684 2.88090 3.15012
C -0.09493 1.48268 3.20568
C -1.52510 1.57696 2.66963
C -2.48308 2.27357 3.63536
C -2.42797 1.62466 5.01820
C -1.00990 1.52036 5.58380
N -0.06361 0.93109 4.59000
O -0.24586 -0.34410 4.53489
C -0.52107 2.91115 6.03382
C -1.03901 0.68991 6.86480
C 0.74471 0.61489 2.27795
H 1.03068 3.05184 2.17879
H -0.13872 3.69713 3.29048
H 1.35662 2.97523 3.89538
H -1.90804 0.56980 2.46496
H -1.51849 2.10456 1.71274
H -2.25476 3.33975 3.70430
H -3.50074 2.21069 3.24504
H -3.05314 2.18666 5.71392
H -2.86738 0.62381 4.95028
H 0.52716 2.87601 6.33324
H -1.09691 3.25027 6.89433
H -0.63344 3.68355 5.27704
H -1.47554 -0.29576 6.71124
H -1.64353 1.19490 7.61686
H -0.03498 0.56048 7.27169
H 1.77408 0.53948 2.63429
H 0.76632 1.04397 1.27501
H 0.34243 -0.39197 2.18033
*
```